68
Properties=species:S:1:pos:R:3:forces:R:3 method="wB97M-V/def2-TZVPD" orbital_gap_ev=7.346 e_tot_ha=-5351.3665 homo_energy_ev=-7.9 largest_force_ev_per_a=3.807
Sn -0.91019 0.25918 1.04851 -0.12 0.52 0.11
F 3.68341 1.04101 4.01903 0.13 -0.44 -0.19
C 2.42807 1.43042 3.74668 0.05 1.22 0.31
C 1.58906 0.70931 2.95289 -0.72 0.36 0.27
C 0.30243 1.17603 2.64766 0.84 -0.43 -0.31
C -0.12727 2.37632 3.21296 0.20 -0.78 -0.14
C 0.72277 2.97017 4.12043 0.28 1.46 0.25
F 0.25048 4.03747 4.82046 0.50 0.00 0.04
C 2.05052 2.64400 4.28851 -1.05 -1.14 -0.09
C -1.40350 2.94019 2.77066 -0.07 0.38 0.06
C -1.95198 4.13099 3.25447 -1.82 -0.57 -1.61
C -3.12300 4.59936 2.66241 0.07 1.23 -0.03
C -3.71417 3.87650 1.65010 -1.69 0.62 -0.28
C -3.22034 2.66311 1.34734 2.20 -1.29 0.09
N -2.02110 2.25249 1.81154 -0.74 -0.50 0.11
H 1.99206 -0.19858 2.62338 0.20 -1.40 -0.82
H 2.73082 3.14947 4.90851 0.46 0.81 0.80
H -1.53279 4.63323 4.04591 0.87 1.02 1.44
H -3.62519 5.57135 2.88760 0.86 -0.88 0.30
H -4.61942 4.20805 1.13076 0.30 -0.02 0.44
H -3.67433 1.91828 0.74791 -0.69 -0.21 -0.90
O -2.15311 -5.62143 -4.73024 0.93 0.03 -0.17
C -1.72069 -4.41458 -5.21724 -1.13 0.07 0.10
O -2.12945 -4.03389 -6.29463 0.70 -0.41 1.30
C -0.90212 -3.55697 -4.27495 0.88 0.69 -0.79
C -0.39150 -3.89358 -3.02782 -0.54 -0.25 0.58
C 0.39395 -3.00142 -2.26274 -0.70 -1.80 -0.67
C 0.76959 -1.77723 -2.78684 -0.10 -1.21 -0.54
C 0.30061 -1.44839 -4.06805 -0.48 -0.31 -0.65
C -0.51955 -2.31147 -4.80681 0.11 -0.24 1.12
N 1.53671 -0.96980 -1.98779 2.29 0.89 1.32
C 2.70054 -1.28691 -1.49768 -2.97 2.37 -0.22
C 3.36144 -0.36806 -0.48230 0.16 -0.63 -2.35
C 4.63193 -0.71825 -0.02125 -0.89 0.53 1.16
C 5.21620 0.17619 0.89129 0.72 -1.17 -0.89
C 4.60699 1.38132 1.12341 0.41 -0.65 -0.76
C 3.40064 1.63655 0.51224 -1.09 0.65 1.13
N 2.75715 0.81324 -0.28590 0.26 -0.93 0.50
H -1.52001 -5.99633 -4.08582 -0.52 0.45 -0.26
H -0.70716 -4.85997 -2.61223 0.43 0.41 0.16
H 0.76125 -3.33514 -1.29555 -0.15 0.23 -0.06
H 0.61135 -0.53914 -4.53730 0.12 0.56 -0.02
H -0.95328 -2.11041 -5.77648 0.40 0.50 -0.10
H 3.20783 -2.13470 -1.86075 0.81 -1.33 -0.16
H 5.07350 -1.68750 -0.24492 -0.11 0.25 0.00
H 6.16222 -0.13646 1.32516 -0.06 0.44 0.12
H 5.07038 2.15829 1.65738 0.44 0.64 1.03
H 2.84587 2.48236 0.93254 0.04 0.22 -0.92
F -3.14470 -5.21251 -1.65431 -0.28 0.23 -0.55
C -3.01617 -4.31334 -0.68220 -0.40 -0.17 0.77
C -3.69539 -3.09200 -0.67212 0.14 -0.91 -0.93
F -4.48773 -2.68604 -1.65730 -0.09 -0.43 -0.70
C -3.56927 -2.24409 0.37227 1.11 0.83 2.24
F -4.20442 -1.06800 0.29776 -0.01 0.02 -0.10
C -2.74530 -2.50850 1.48868 -0.28 -1.77 -1.20
Se -2.33126 -1.16255 2.77890 0.01 -0.25 0.10
C -2.20366 -3.83838 1.50913 0.76 1.30 0.13
F -1.36074 -4.11738 2.52649 -0.41 -0.39 -0.29
C -2.30724 -4.74494 0.43916 -1.01 1.77 -0.03
F -1.85521 -5.98919 0.39776 0.56 -0.12 0.54
S 1.46814 3.68699 -2.76759 -0.87 -1.19 1.49
C 1.20564 4.81679 -1.49962 0.36 1.00 -0.12
C 0.56852 4.24599 -0.44198 -0.03 0.75 0.49
N 0.28666 2.91520 -0.54836 0.45 -1.04 -1.95
C 0.68876 2.44321 -1.72632 0.10 0.94 0.63
H 1.56028 5.86387 -1.58946 -0.44 -0.96 0.08
H 0.26742 4.79403 0.47296 0.29 -0.47 -0.69
H 0.63802 1.37619 -2.02630 0.01 0.92 0.28